Density functional theory data (ωB97M-V/def2-TZVPD) for a molecular structure, C2H2BrCrF6O8S2.

Summary:
total energy	-5693.457783	Ha
E_HOMO (spin up / spin down)	2.04 / 0.94	eV

Structure (ORCA input):
```
! RIJCOSX wB97M-V def2-TZVPD def2/J DEFGRID3
* xyz -3 5
Cr 14.9265 7.0457 15.8142
Br 15.5717 7.6420 13.1301
O 16.6517 7.8828 16.3657
H 16.7201 8.0907 17.3045
O 13.3372 5.8920 15.3915
H 13.3415 4.9318 15.4346
C 12.1449 10.9847 16.4110
F 11.8209 12.2336 16.8124
F 11.3368 10.1464 17.0864
F 11.8128 10.8751 15.1143
S 13.9450 10.5904 16.6524
O 13.9907 9.2068 16.2424
O 14.5686 11.5385 15.7436
O 14.1852 10.8931 18.0463
C 14.7134 5.2915 20.1448
F 14.4490 4.1500 19.4934
F 14.2866 5.1286 21.4185
F 16.0532 5.4169 20.2052
S 13.9105 6.7753 19.3575
O 14.4512 6.7168 18.0192
O 12.5049 6.4502 19.4981
O 14.3556 7.8620 20.1926
*
```